(1)
{
  "formula": "C18H29AuN2",
  "method": "wB97M-V/def2-TZVPD",
  "orbital_gap_ev": [7.91, 4.40],
  "de_lowest_ev": 0.000,
  "multiplicity": 3,
  "total_charge": 2,
  "e_lumo_ev": [-6.7, -10.2],
  "elements": ["C", "H", "H", "H", "C", "H", "H", "C", "H", "H", "H", "C", "C", "C", "C", "C", "C", "C", "C", "C", "C", "Au", "H", "H", "H", "H", "H", "H", "H", "H", "H", "H", "H", "H", "H", "H", "H", "N", "C", "C", "C", "C", "C", "N", "H", "H", "H", "H", "H", "H"],
  "xyz": [[1.786, 3.245, -0.147], [1.841, 4.116, 0.508], [2.497, 3.378, -0.972], [2.132, 2.402, 0.433], [0.359, 3.099, -0.676], [0.266, 2.169, -1.243], [-0.317, 3.001, 0.191], [-0.068, 4.290, -1.524], [-1.163, 4.224, -1.645], [0.184, 5.248, -1.053], [0.387, 4.234, -2.524], [-0.990, -2.004, -0.975], [-1.357, -1.056, -2.027], [-0.189, -0.478, -2.527], [0.945, -1.119, -1.918], [0.473, -2.127, -1.073], [1.311, -3.152, -0.400], [2.368, -0.741, -2.134], [-0.098, 0.562, -3.576], [-2.740, -0.775, -2.460], [-1.882, -3.107, -0.497], [-0.980, -0.808, 0.823], [2.990, -1.023, -1.266], [2.790, -1.237, -3.019], [2.456, 0.346, -2.297], [2.281, -2.730, -0.089], [0.827, -3.563, 0.496], [1.504, -3.982, -1.101], [-2.873, -2.691, -0.301], [-2.003, -3.967, -1.171], [-1.488, -3.488, 0.452], [-2.835, 0.250, -2.834], [-3.059, -1.452, -3.272], [-3.450, -0.888, -1.633], [0.730, 1.252, -3.370], [0.087, 0.133, -4.574], [-1.021, 1.147, -3.629], [-0.906, -2.042, 3.621], [-1.205, -0.729, 3.736], [-1.803, -0.130, 4.860], [-1.963, 1.255, 4.888], [-1.403, 2.023, 3.854], [-0.811, 1.389, 2.770], [-0.899, 0.041, 2.660], [-0.304, -2.324, 2.848], [-1.054, -2.680, 4.396], [-2.141, -0.807, 5.640], [-2.499, 1.723, 5.711], [-1.431, 3.112, 3.881], [-0.327, 1.935, 1.958]],
  "forces_ev_per_a": [[0.014, 0.289, -0.358], [0.118, 0.051, -0.132], [-0.110, 0.111, 0.168], [0.003, -0.446, 0.218], [0.326, 0.086, 0.713], [-0.084, -0.090, -0.103], [0.048, 0.062, -0.306], [-0.620, -0.419, -0.263], [0.385, 0.351, -0.146], [-0.054, -0.271, -0.138], [-0.060, 0.214, 0.324], [0.563, -0.923, -1.717], [-0.921, -0.283, 1.091], [0.509, 0.693, -1.013], [1.003, 0.536, -0.223], [-0.585, -0.412, 1.220], [0.114, 0.098, 0.329], [-0.036, 0.193, 0.422], [-0.138, 0.327, 0.170], [-0.321, 0.363, 0.062], [-0.261, 0.232, 0.690], [0.675, 0.093, -0.786], [-0.271, 0.110, -0.465], [-0.096, 0.006, 0.031], [-0.008, -0.426, 0.022], [-0.304, -0.219, -0.249], [0.052, 0.012, -0.379], [-0.005, 0.189, 0.205], [-0.062, -0.271, -0.023], [0.233, 0.301, -0.143], [-0.186, -0.212, -0.119], [0.025, -0.237, -0.035], [0.175, 0.103, 0.215], [0.138, -0.122, -0.208], [-0.111, -0.186, -0.082], [-0.036, -0.062, 0.234], [0.175, -0.132, -0.091], [-0.199, -0.488, -0.074], [0.002, 0.867, -0.141], [0.008, 0.110, -0.167], [0.132, -0.956, -0.247], [0.540, 0.253, -0.485], [-1.202, 0.499, 0.961], [0.653, 0.008, 0.435], [-0.262, 0.019, 0.752], [0.076, 0.232, -0.360], [0.010, 0.392, 0.097], [0.219, -0.070, -0.163], [0.094, -0.346, 0.068], [-0.358, -0.232, 0.189]]
}

***

(2)
{
  "formula": "C18H29BBrFN3NaO9P",
  "method": "wB97M-V/def2-TZVPD",
  "orbital_gap_ev": 2.95,
  "multiplicity": 1,
  "total_charge": -1,
  "e_lumo_ev": 0.4,
  "elements": ["O", "P", "O", "O", "C", "C", "N", "C", "C", "C", "B", "O", "O", "H", "H", "H", "H", "H", "H", "H", "H", "H", "H", "H", "H", "C", "C", "C", "C", "C", "C", "N", "O", "O", "H", "H", "H", "H", "H", "C", "C", "O", "H", "H", "H", "H", "H", "H", "N", "C", "C", "C", "C", "C", "H", "H", "H", "H", "H", "Br", "O", "H", "Na", "F"],
  "xyz": [[1.239, -3.237, 0.681], [1.384, -2.213, -0.363], [2.731, -1.452, -0.183], [1.287, -2.725, -1.835], [0.103, -0.930, -0.270], [0.282, -0.201, -1.477], [-0.833, 0.392, -1.864], [-1.872, 0.142, -0.830], [-1.400, -1.272, -0.429], [-2.142, -1.967, 0.704], [-3.431, -2.677, 0.155], [-4.267, -2.000, -0.739], [-3.784, -3.956, 0.511], [3.416, -2.087, 0.219], [0.487, -2.450, -2.281], [0.321, -0.248, 0.820], [1.221, -0.169, -2.039], [-0.916, 0.908, -2.723], [-1.567, 0.753, 0.030], [-2.917, 0.336, -1.030], [-1.507, -1.875, -1.342], [-1.496, -2.641, 1.257], [-2.522, -1.190, 1.375], [-3.863, -2.048, -1.608], [-3.099, -4.596, 0.305], [7.017, -1.395, -1.654], [5.709, -1.690, -2.009], [4.742, -0.699, -1.977], [5.126, 0.578, -1.581], [6.426, 0.893, -1.216], [7.375, -0.108, -1.256], [4.104, 1.611, -1.550], [2.989, 1.236, -1.859], [4.371, 2.752, -1.211], [7.767, -2.175, -1.684], [5.431, -2.690, -2.309], [3.715, -0.935, -2.251], [6.692, 1.892, -0.905], [8.397, 0.109, -0.976], [0.258, 3.915, 1.888], [-1.053, 3.457, 2.515], [-1.388, 2.134, 2.198], [0.188, 3.771, 0.815], [0.427, 4.971, 2.098], [1.124, 3.346, 2.231], [-1.870, 4.067, 2.122], [-1.012, 3.590, 3.602], [-0.715, 1.492, 2.530], [-4.853, 0.616, 0.388], [-5.679, -0.101, 1.146], [-6.612, 0.467, 2.002], [-6.688, 1.847, 2.081], [-5.832, 2.606, 1.302], [-4.940, 1.940, 0.477], [-5.590, -1.176, 1.058], [-7.261, -0.163, 2.594], [-7.403, 2.323, 2.740], [-5.853, 3.687, 1.331], [-4.252, 2.498, -0.153], [0.697, -0.294, 2.626], [4.636, -3.743, 0.897], [3.895, -4.334, 1.080], [0.754, 2.468, -0.606], [2.305, -1.358, -3.561]],
  "forces_ev_per_a": [[-0.994, -0.234, -0.290], [0.658, -1.747, 2.746], [0.289, 0.322, -0.270], [-0.412, -0.812, 0.181], [0.319, 0.317, -1.067], [0.458, 0.938, 0.173], [-0.118, 0.471, -0.119], [0.871, -0.404, 0.702], [-0.428, 0.181, 0.498], [-0.326, 0.291, -0.252], [0.234, -0.096, -0.062], [0.066, -0.439, 0.156], [-0.426, -0.012, -0.502], [0.253, -0.424, 0.242], [0.259, -0.044, -0.711], [-0.042, -1.161, -0.747], [0.085, 0.061, -0.579], [-0.134, -0.065, -0.174], [-0.461, 0.265, 0.109], [-0.076, -0.221, -0.640], [0.177, -0.160, -0.085], [0.231, 0.055, 0.103], [0.162, -0.006, 0.369], [-0.181, 0.229, -0.259], [0.270, -0.114, 0.621], [-0.109, 0.004, -0.044], [0.314, 0.029, 0.024], [-0.189, 0.128, -0.022], [0.138, -0.240, -0.140], [0.222, 0.180, 0.071], [-0.023, -0.053, -0.037], [0.673, -0.744, 0.165], [-1.398, 0.805, 0.168], [-0.105, 0.153, 0.039], [0.001, -0.026, 0.057], [-0.061, -0.016, 0.111], [0.061, 0.060, -0.408], [-0.082, 0.050, -0.006], [0.014, 0.009, 0.027], [0.063, -0.116, 0.472], [0.079, -0.185, 0.130], [0.064, -0.206, -0.465], [-0.222, 0.500, -0.254], [0.092, 0.022, -0.180], [-0.118, -0.058, 0.180], [0.009, 0.107, 0.133], [0.037, 0.135, -0.023], [-0.092, 0.047, 0.016], [-0.066, 0.252, 0.116], [0.019, 0.077, 0.001], [0.009, -0.021, 0.010], [-0.027, 0.004, 0.020], [-0.016, -0.003, -0.010], [0.072, -0.002, -0.046], [-0.064, -0.015, -0.018], [0.012, -0.023, 0.006], [-0.002, -0.001, 0.008], [0.015, 0.005, -0.010], [-0.008, 0.045, 0.048], [-0.050, 0.734, 0.426], [-0.363, 0.831, -0.478], [0.010, 0.134, -0.014], [0.711, -0.783, -0.106], [-0.355, 0.993, -0.114]]
}

***

(3)
{
  "formula": "C18H29BFLiNO3",
  "method": "wB97M-V/def2-TZVPD",
  "orbital_gap_ev": 7.69,
  "multiplicity": 1,
  "total_charge": 1,
  "e_lumo_ev": -4.7,
  "elements": ["C", "C", "C", "C", "C", "C", "C", "C", "C", "C", "C", "C", "C", "C", "C", "O", "C", "B", "N", "O", "C", "F", "C", "O", "H", "H", "H", "H", "H", "H", "H", "H", "H", "H", "H", "H", "H", "H", "H", "H", "H", "H", "H", "H", "H", "H", "H", "H", "H", "H", "H", "H", "H", "Li"],
  "xyz": [[2.968, -0.830, 1.606], [3.397, 0.554, 2.142], [2.936, 1.682, 1.233], [3.493, 1.617, -0.197], [2.522, 2.194, -1.224], [2.773, 1.727, -2.673], [1.511, 1.262, -3.417], [1.471, -0.237, -3.683], [1.589, -1.081, -2.401], [0.386, -2.004, -2.131], [-0.246, -1.656, -0.791], [-1.408, -2.571, -0.394], [-2.355, -1.873, 0.539], [-1.955, -1.074, 1.542], [-2.948, -0.437, 2.411], [-2.688, -0.211, 3.600], [-4.241, -0.082, 1.822], [-5.104, 1.163, 2.287], [-5.284, 1.505, 3.661], [-5.745, 1.920, 1.327], [-4.663, -0.906, 0.841], [-5.851, -0.785, 0.227], [-3.829, -2.070, 0.384], [-4.310, -3.098, -0.030], [3.824, -1.390, 1.248], [2.321, -0.681, 0.750], [2.471, -1.422, 2.364], [2.910, 0.680, 3.106], [4.465, 0.581, 2.318], [3.217, 2.634, 1.675], [1.848, 1.656, 1.188], [4.409, 2.199, -0.219], [3.764, 0.604, -0.472], [2.621, 3.274, -1.188], [1.494, 1.963, -0.958], [3.206, 2.559, -3.216], [3.515, 0.935, -2.688], [0.622, 1.582, -2.879], [1.489, 1.763, -4.380], [2.296, -0.470, -4.345], [0.538, -0.446, -4.193], [2.516, -1.640, -2.388], [1.661, -0.387, -1.567], [-0.346, -1.865, -2.920], [0.688, -3.046, -2.148], [0.523, -1.733, -0.029], [-0.585, -0.628, -0.844], [-1.965, -2.928, -1.252], [-1.040, -3.441, 0.139], [-0.923, -0.880, 1.785], [-5.448, 2.499, 3.750], [-4.458, 1.257, 4.188], [-5.137, 2.452, 0.813], [-2.914, -0.389, 5.684]],
  "forces_ev_per_a": [[0.527, 0.518, -0.124], [-0.588, -0.468, 0.040], [0.397, -0.052, -0.187], [-0.300, 0.260, 0.311], [0.460, -0.149, -0.326], [-0.246, 0.316, 0.235], [0.436, 0.073, -0.255], [0.153, 0.207, 0.439], [-0.396, 0.179, -0.100], [0.307, 0.224, 0.107], [-0.032, -0.587, -0.195], [-0.367, 0.343, 0.311], [0.425, 0.352, 0.270], [-0.216, -0.090, -0.142], [-0.026, -0.374, -0.195], [-0.065, 0.150, 1.125], [-0.796, -0.155, -0.406], [-0.633, 0.091, 0.101], [1.066, 0.157, -0.683], [0.143, -0.014, 0.475], [-0.612, 0.474, -0.071], [1.164, -0.174, 0.719], [-0.235, -0.720, -0.271], [0.194, 0.728, 0.057], [0.107, -0.219, -0.057], [-0.320, -0.183, -0.095], [-0.166, -0.176, 0.108], [0.111, 0.210, 0.279], [0.264, 0.088, -0.008], [-0.101, 0.222, 0.103], [-0.240, -0.002, 0.024], [0.317, -0.041, -0.127], [-0.044, -0.324, -0.005], [-0.250, 0.298, 0.048], [-0.196, -0.132, 0.211], [0.198, 0.088, -0.189], [0.168, -0.188, 0.031], [-0.207, 0.032, 0.130], [-0.205, 0.118, -0.205], [0.059, -0.155, -0.330], [-0.115, -0.278, -0.264], [0.182, -0.201, -0.050], [0.092, 0.104, 0.240], [-0.240, -0.108, -0.139], [-0.001, -0.253, 0.000], [0.153, 0.218, 0.225], [-0.060, 0.312, 0.107], [-0.078, -0.088, -0.210], [0.155, -0.379, -0.083], [0.243, -0.173, 0.023], [-0.456, 0.009, 0.301], [-0.216, -0.143, 0.278], [-0.057, 0.030, -0.526], [0.144, 0.024, -1.054]]
}

***

(4)
{
  "formula": "C18H29BN7O3PRh",
  "method": "wB97M-V/def2-TZVPD",
  "orbital_gap_ev": 7.78,
  "de_lowest_ev": 0.000,
  "multiplicity": 1,
  "total_charge": 1,
  "e_lumo_ev": -3.8,
  "elements": ["Rh", "B", "N", "C", "C", "C", "N", "N", "C", "C", "C", "N", "H", "H", "H", "H", "H", "H", "H", "H", "C", "P", "C", "C", "H", "H", "H", "H", "H", "H", "H", "H", "H", "C", "C", "C", "C", "C", "C", "O", "N", "C", "O", "N", "C", "O", "H", "H", "H", "H", "H", "H", "H", "H", "H", "H", "H", "N", "C", "H"],
  "xyz": [[-0.151, 1.080, -0.461], [2.295, 3.435, -0.004], [2.662, 2.019, -0.567], [3.900, 1.535, -0.614], [3.881, 0.293, -1.236], [2.548, 0.091, -1.541], [1.811, 1.147, -1.153], [0.897, 3.888, -0.542], [0.562, 5.163, -0.718], [-0.742, 5.235, -1.192], [-1.140, 3.916, -1.273], [-0.141, 3.101, -0.893], [2.306, 3.416, 1.198], [3.092, 4.215, -0.449], [4.723, 2.116, -0.235], [4.718, -0.345, -1.454], [2.081, -0.714, -2.086], [1.277, 5.940, -0.507], [-1.303, 6.114, -1.454], [-2.069, 3.514, -1.643], [-3.564, 1.173, -1.285], [-2.424, 1.169, 0.130], [-3.043, -0.234, 1.090], [-2.874, 2.576, 1.181], [-4.590, 1.170, -0.913], [-3.388, 0.277, -1.881], [-3.429, 2.035, -1.934], [-4.099, -0.086, 1.321], [-2.490, -0.318, 2.026], [-2.940, -1.156, 0.522], [-3.901, 2.467, 1.531], [-2.773, 3.517, 0.645], [-2.197, 2.602, 2.036], [2.931, -3.063, -0.426], [2.017, -3.450, 0.722], [0.513, -3.116, 0.530], [-0.227, -3.746, 1.741], [-1.724, -3.525, 1.806], [0.029, -3.803, -0.741], [0.077, -4.994, -0.879], [-0.473, -2.992, -1.753], [-0.630, -1.629, -1.733], [-1.119, -0.996, -2.629], [-0.181, -0.971, -0.565], [0.304, -1.636, 0.433], [0.656, -0.929, 1.490], [3.960, -3.322, -0.178], [2.907, -1.991, -0.619], [2.675, -3.596, -1.344], [2.341, -2.985, 1.654], [2.041, -4.530, 0.868], [0.257, -3.383, 2.648], [-0.016, -4.812, 1.662], [-1.965, -2.477, 1.955], [-2.145, -4.074, 2.647], [-2.229, -3.878, 0.904], [-0.790, -3.463, -2.592], [0.434, 1.297, 2.217], [0.517, 0.479, 1.315], [0.348, 1.236, 3.224]],
  "forces_ev_per_a": [[0.406, -0.899, -1.193], [0.010, 0.015, 0.191], [0.010, 0.111, -0.152], [-0.044, 0.077, -0.101], [-0.028, 0.027, -0.033], [-0.108, 0.177, -0.404], [0.188, -0.310, 0.642], [0.133, 0.049, -0.265], [0.006, -0.017, -0.048], [0.025, -0.034, 0.031], [-0.030, -0.018, -0.250], [-0.041, 0.033, 0.951], [-0.113, -0.094, 0.021], [0.045, 0.020, 0.038], [0.007, 0.013, -0.007], [0.004, -0.001, -0.015], [0.021, 0.031, 0.047], [0.008, 0.008, -0.021], [0.003, 0.004, -0.018], [0.053, 0.023, 0.050], [0.029, 0.021, -0.003], [0.205, 0.038, 0.227], [0.027, -0.023, 0.011], [0.013, 0.024, -0.035], [-0.008, 0.003, -0.026], [0.000, -0.016, 0.000], [0.011, -0.018, 0.030], [0.006, 0.007, 0.004], [0.007, -0.014, -0.001], [0.009, -0.033, -0.011], [-0.002, -0.006, -0.006], [0.005, -0.022, 0.018], [0.004, -0.017, -0.004], [-0.004, 0.074, -0.007], [0.043, -0.018, -0.040], [-0.139, -0.041, -0.056], [0.061, 0.007, -0.019], [-0.037, -0.022, -0.070], [0.019, -0.015, 0.036], [0.001, 0.000, 0.004], [-0.034, -0.009, -0.073], [-0.013, 0.010, 0.011], [-0.014, 0.000, 0.013], [0.141, -0.032, 0.123], [0.056, 0.117, 0.254], [0.334, -0.190, -0.193], [0.003, -0.028, -0.011], [0.032, -0.223, 0.102], [-0.021, -0.003, -0.016], [-0.009, 0.022, -0.013], [0.033, 0.005, 0.029], [-0.001, 0.014, -0.003], [0.021, 0.002, 0.040], [-0.041, 0.077, 0.022], [0.008, -0.014, -0.010], [0.003, 0.014, -0.005], [-0.002, -0.007, 0.006], [-0.100, 0.565, 0.186], [-1.858, 1.154, 0.108], [0.661, -0.620, -0.087]]
}